No. 1
An isolated molecule of C9H9NO in a non-equilibrium geometry. Source: the OMol25 dataset; level of theory: wB97M-V/def2-TZVPD.

Properties
- gap between HOMO and LUMO (eV) = 10.04
- multiplicity = 1
- energy above the lowest of the compared OMol25 structures with the same formula, charge and spin (kJ/mol) = 519.4
- charge = 0
- HOMO energy (eV) = -9.5457

Bonds (Å) are listed after each position.
CARTESIAN COORDINATES (ANGSTROEM)
1 O -5.69 0.10 -0.33  C2 1.291
2 C -4.40 0.17 -0.40  O1 1.291, N3 1.168
3 N -3.28 0.08 -0.06  C2 1.168, C4 1.529
4 C -1.83 -0.31 -0.34  N3 1.529, C5 1.537, H12 1.064, H13 1.051
5 C -1.02 -0.35 0.96  C4 1.537, C6 1.679, H14 1.101, H15 1.252
6 C 0.52 -0.24 0.31  C5 1.679, C7 1.424, C11 1.407
7 C 0.96 1.12 0.31  C6 1.424, C8 1.381, H16 1.077
8 C 2.22 1.43 -0.15  C7 1.381, C9 1.483, H17 1.185
9 C 3.05 0.28 -0.58  C8 1.483, C10 1.363, H18 1.323
10 C 2.70 -1.03 -0.44  C9 1.363, C11 1.362, H19 1.198
11 C 1.49 -1.25 0.15  C6 1.407, C10 1.362, H20 1.069
12 H -1.86 -1.10 -1.05  C4 1.064
13 H -1.53 0.68 -0.55  C4 1.051
14 H -1.23 0.62 1.45  C5 1.101
15 H -1.10 -1.25 1.82  C5 1.252
16 H 0.24 1.85 0.61  C7 1.077
17 H 2.44 2.59 -0.03  C8 1.185
18 H 4.12 0.97 -0.92  C9 1.323
19 H 3.04 -2.09 -0.88  C10 1.198
20 H 1.15 -2.26 0.12  C11 1.069

No. 2
A cluster of 4 separate species, C12H22N2O2S2 in total in a non-equilibrium geometry. Source: the OMol25 dataset; level of theory: wB97M-V/def2-TZVPD.

Properties
- gap between HOMO and LUMO (eV) = 9.00
- multiplicity = 1
- energy above the lowest of the compared OMol25 structures with the same formula, charge and spin (kJ/mol) = 0.0
- charge = 0
- HOMO energy (eV) = -8.4333

Bonds (Å) are listed after each position.
CARTESIAN COORDINATES (ANGSTROEM)
1 C 16.33 -9.93 18.76  S2 1.834, H5 1.086, H6 1.096, H7 1.091
2 S 15.19 -8.76 19.60  C1 1.834, O3 1.487, C4 1.826
3 O 14.98 -7.43 18.97  S2 1.487
4 C 16.20 -8.48 21.09  S2 1.826, H8 1.091, H9 1.090, H10 1.090
5 H 17.33 -9.57 18.57  C1 1.086
6 H 15.86 -10.16 17.79  C1 1.096
7 H 16.26 -10.92 19.21  C1 1.091
8 H 15.48 -8.07 21.80  C4 1.091
9 H 16.99 -7.75 20.98  C4 1.090
10 H 16.58 -9.41 21.52  C4 1.090
11 C 22.84 -7.91 18.16  S12 1.831, H15 1.091, H16 1.090, H17 1.093
12 S 22.63 -8.67 19.81  C11 1.831, O13 1.489, C14 1.822
13 O 21.45 -8.03 20.47  S12 1.489
14 C 22.01 -10.33 19.36  S12 1.822, H18 1.086, H19 1.087, H20 1.091
15 H 23.34 -8.62 17.50  C11 1.091
16 H 23.41 -6.99 18.15  C11 1.090
17 H 21.86 -7.62 17.77  C11 1.093
18 H 21.09 -10.20 18.80  C14 1.086
19 H 21.86 -10.89 20.28  C14 1.087
20 H 22.85 -10.76 18.82  C14 1.091
21 N 18.04 -13.02 15.95  C22 1.364, C25 1.373, H26 1.002
22 C 18.34 -12.94 17.28  N21 1.364, C23 1.376, H27 1.077
23 C 18.85 -11.69 17.53  C22 1.376, C24 1.432, H28 1.076
24 C 18.86 -10.99 16.28  C23 1.432, C25 1.364, H29 1.078
25 C 18.28 -11.81 15.35  N21 1.373, C24 1.364, H30 1.077
26 H 17.71 -13.80 15.41  N21 1.002
27 H 18.14 -13.76 17.95  C22 1.077
28 H 19.15 -11.18 18.43  C23 1.076
29 H 19.15 -9.97 16.09  C24 1.078
30 H 18.07 -11.69 14.30  C25 1.077
31 N 19.21 -10.82 21.87  C32 1.375, C35 1.368, H36 1.007
32 C 19.08 -12.12 21.42  N31 1.375, C33 1.371, H37 1.078
33 C 18.98 -12.95 22.50  C32 1.371, C34 1.432, H38 1.077
34 C 18.82 -12.09 23.64  C33 1.432, C35 1.373, H39 1.078
35 C 18.96 -10.79 23.21  N31 1.368, C34 1.373, H40 1.077
36 H 19.50 -10.02 21.34  N31 1.007
37 H 19.19 -12.31 20.37  C32 1.078
38 H 18.79 -14.01 22.54  C33 1.077
39 H 18.73 -12.43 24.66  C34 1.078
40 H 18.98 -9.90 23.81  C35 1.077

No. 3
A cluster of 3 separate species, C22H47N3O3Si in total in a non-equilibrium geometry. Source: the OMol25 dataset; level of theory: wB97M-V/def2-TZVPD.

Properties
- gap between HOMO and LUMO (eV) = 9.47
- multiplicity = 1
- charge = 0
- HOMO energy (eV) = -8.9150

Bonds (Å) are listed after each position.
CARTESIAN COORDINATES (ANGSTROEM)
1 C 2.62 -1.68 -0.77  C2 1.597, H20 1.151, H21 1.144, H22 1.145
2 C 2.86 -1.43 -2.33  C1 1.597, C3 1.613, H23 1.151, H24 1.137
3 C 3.83 -0.17 -2.64  C2 1.613, C4 1.622, H25 1.143, H26 1.150
4 C 2.96 1.17 -2.92  C3 1.622, C5 1.592, H27 1.149, H28 1.148
5 C 2.46 1.87 -1.58  C4 1.592, C6 1.598, H29 1.153, H30 1.150
6 C 1.89 3.35 -1.76  C5 1.598, C7 1.596, H31 1.150, H32 1.153
7 C 1.13 3.64 -3.13  C6 1.596, C8 1.627, H33 1.151, H34 1.150
8 C -0.41 3.11 -3.13  C7 1.627, C9 1.598, H35 1.151, H36 1.134
9 C -0.80 2.24 -4.41  C8 1.598, C10 1.600, H37 1.136, H38 1.149
10 C -0.71 0.65 -4.23  C9 1.600, C11 1.592, C18 1.629, H39 1.135
11 C -0.60 0.01 -2.78  C10 1.592, C12 1.620, H40 1.134, H41 1.142
12 C -2.15 0.22 -2.33  C11 1.620, Si13 1.916, N17 1.491, H42 1.155
13 Si -2.58 -0.20 -0.51  C12 1.916, C14 1.918, C15 1.942, C16 1.947
14 C -2.95 -2.05 -0.19  Si13 1.918, H43 1.143, H44 1.144, H45 1.151
15 C -1.11 0.44 0.60  Si13 1.942, H46 1.156, H47 1.137, H48 1.141
16 C -4.09 0.94 -0.04  Si13 1.947, H49 1.137, H50 1.140, H51 1.147
17 N -2.85 -0.47 -3.45  C12 1.491, C18 1.481, H52 1.025
18 C -2.12 -0.05 -4.67  C10 1.629, N17 1.481, O19 1.251
19 O -2.52 -0.26 -5.83  C18 1.251
20 H 2.32 -2.78 -0.60  C1 1.151
21 H 3.56 -1.53 -0.15  C1 1.144
22 H 1.74 -1.08 -0.34  C1 1.145
23 H 3.41 -2.36 -2.73  C2 1.151
24 H 1.91 -1.32 -2.94  C2 1.137
25 H 4.44 -0.47 -3.56  C3 1.143
26 H 4.50 -0.06 -1.72  C3 1.150
27 H 2.10 0.83 -3.61  C4 1.149
28 H 3.63 1.83 -3.56  C4 1.148
29 H 3.38 1.96 -0.90  C5 1.153
30 H 1.75 1.17 -1.01  C5 1.150
31 H 2.72 4.12 -1.53  C6 1.150
32 H 1.11 3.51 -0.92  C6 1.153
33 H 1.10 4.78 -3.24  C7 1.151
34 H 1.69 3.28 -4.06  C7 1.150
35 H -1.05 4.07 -3.19  C8 1.151
36 H -0.66 2.64 -2.13  C8 1.134
37 H -1.85 2.52 -4.72  C9 1.136
38 H -0.11 2.57 -5.27  C9 1.149
39 H 0.14 0.30 -4.89  C10 1.135
40 H -0.07 0.60 -1.98  C11 1.134
41 H -0.22 -1.07 -2.84  C11 1.142
42 H -2.48 1.32 -2.41  C12 1.155
43 H -3.85 -2.41 -0.80  C14 1.143
44 H -2.09 -2.75 -0.45  C14 1.144
45 H -3.22 -2.24 0.92  C14 1.151
46 H -0.66 1.34 0.03  C15 1.156
47 H -0.28 -0.33 0.70  C15 1.137
48 H -1.48 0.85 1.60  C15 1.141
49 H -4.96 0.24 0.15  C16 1.137
50 H -4.30 1.62 -0.93  C16 1.140
51 H -3.84 1.60 0.87  C16 1.147
52 H -3.87 -0.39 -3.51  N17 1.025
53 C -2.28 -3.76 5.59  N54 1.448, H58 1.093, H59 1.093, H60 1.091
54 N -1.60 -3.83 4.31  C53 1.448, C55 1.450, C56 1.362
55 C -1.14 -5.12 3.84  N54 1.450, H61 1.093, H62 1.093, H63 1.090
56 C -1.38 -2.73 3.55  N54 1.362, O57 1.218, H64 1.100
57 O -0.82 -2.72 2.47  C56 1.218
58 H -1.62 -4.12 6.37  C53 1.093
59 H -3.18 -4.38 5.55  C53 1.093
60 H -2.58 -2.73 5.82  C53 1.091
61 H -0.05 -5.08 3.69  C55 1.093
62 H -1.61 -5.34 2.88  C55 1.093
63 H -1.38 -5.90 4.55  C55 1.090
64 H -1.78 -1.80 4.00  C56 1.100
65 C 2.02 2.37 3.87  N66 1.449, H70 1.093, H71 1.093, H72 1.091
66 N 1.52 1.13 4.43  C65 1.449, C67 1.450, C68 1.360
67 C 2.46 0.19 5.00  N66 1.450, H73 1.093, H74 1.093, H75 1.090
68 C 0.20 0.82 4.42  N66 1.360, O69 1.217, H76 1.102
69 O -0.29 -0.20 4.87  C68 1.217
70 H 2.72 2.15 3.07  C65 1.093
71 H 2.54 2.93 4.66  C65 1.093
72 H 1.21 2.98 3.48  C65 1.091
73 H 2.39 -0.76 4.46  C67 1.093
74 H 2.20 0.02 6.05  C67 1.093
75 H 3.48 0.57 4.93  C67 1.090
76 H -0.43 1.61 3.96  C68 1.102